Formula: C33H48N9OS2Sc
Source: the OMol25 dataset
Level of theory: wB97M-V/def2-TZVPD

XYZ file:
```
94
Properties=species:S:1:pos:R:3
Sc -0.33714 0.24467 0.20849
C 4.42421 -4.17705 -1.25858
S 3.24907 -4.13851 0.10094
C 2.76826 -2.41336 0.17101
S 3.50066 -1.23336 -0.80828
N 1.86797 -2.24374 1.10083
N 1.52303 -0.89936 1.24716
C 2.16805 -0.29188 2.15457
C 2.04392 1.16489 2.27831
C 2.71876 1.86026 3.26961
C 2.68031 3.24625 3.25396
C 1.96796 3.87922 2.25124
C 1.29920 3.10019 1.31670
N 1.33621 1.77521 1.32102
H 4.76200 -5.21229 -1.32058
H 3.96133 -3.87665 -2.19546
H 5.26667 -3.52087 -1.05740
H 2.90168 -0.81969 2.76088
H 3.27813 1.31834 4.02039
H 3.20642 3.81891 4.00649
H 1.91616 4.95701 2.18786
H 0.71331 3.55514 0.52815
C -3.24993 -0.87629 -1.47814
N -2.25271 0.17217 -1.25914
C -2.22558 1.13577 -2.10544
C -1.11452 2.03157 -2.14588
C -0.82037 3.07622 -3.01559
C 0.51357 3.42877 -2.76296
C 0.96021 2.57319 -1.75948
N -0.01760 1.73003 -1.36817
C -4.57219 -0.66082 -0.78292
C -5.74181 -0.47469 -1.50882
C -6.95839 -0.29871 -0.86005
C -7.01552 -0.31111 0.52472
C -5.84952 -0.49523 1.25822
C -4.64018 -0.66868 0.60633
H -2.80437 -1.80766 -1.12481
H -3.43203 -0.99977 -2.55078
H -2.99894 1.23528 -2.87287
H -1.48861 3.50684 -3.74564
H 1.09336 4.19190 -3.25687
H 1.94725 2.50920 -1.32567
H -5.70326 -0.46850 -2.59233
H -7.86122 -0.15170 -1.43900
H -7.96193 -0.17230 1.03126
H -5.88359 -0.48833 2.34140
H -3.71910 -0.77702 1.16298
C -2.82513 1.02512 3.38571
C -2.23919 1.94114 2.30560
C -3.34912 2.59033 1.47847
C -1.43192 3.03882 2.99907
O -1.41583 1.19044 1.46168
H -3.44991 1.58790 4.08280
H -2.00896 0.55982 3.94483
H -3.43575 0.23936 2.93786
H -4.00228 3.20524 2.10294
H -3.95120 1.83222 0.98364
H -2.90118 3.22340 0.70960
H -2.04948 3.56951 3.72760
H -1.07279 3.76389 2.26911
H -0.57359 2.60776 3.51886
C -1.42702 -4.63338 -1.63431
C 0.08574 -4.44394 -1.58143
N 0.56933 -3.38947 -2.46651
C 1.32023 -3.81473 -3.63877
C 0.44079 -4.40081 -4.73535
C 0.36454 -2.08259 -2.16262
C 0.68496 -1.05515 -3.20615
N -0.10233 -1.69994 -1.01922
H -1.72164 -5.45325 -0.97594
H -1.76178 -4.86885 -2.64514
H -1.94654 -3.73075 -1.31227
H 0.58629 -5.36381 -1.88252
H 0.42059 -4.25672 -0.55942
H 2.05229 -4.55718 -3.30887
H 1.89135 -2.97265 -4.01888
H -0.09566 -5.28284 -4.38162
H 1.04868 -4.70012 -5.59029
H -0.29470 -3.66915 -5.07407
H 1.76691 -0.95398 -3.29752
H 0.28948 -0.09387 -2.89380
H 0.26650 -1.32791 -4.17606
H -0.14404 -2.46481 -0.35424
C -3.23437 -4.33755 2.25174
N -2.86546 -3.03504 2.79205
C -3.05989 -2.80097 4.21772
C -2.01248 -2.28709 2.12447
N -1.29292 -1.61840 1.51868
H -4.28082 -4.53220 2.48500
H -2.61556 -5.13235 2.67642
H -3.11310 -4.32783 1.17123
H -4.11136 -2.95297 4.46122
H -2.78880 -1.77558 4.45542
H -2.45066 -3.48438 4.81482
```

Calculated values
- HOMO energy: -6.9 eV
- M: 695.90 g/mol
- Calculated total energy: -3411.55742 Ha
- Multiplicity: 1
- Energy relative to the best compared isomer or geometry (same formula, charge and spin): 0.180 eV
- E_LUMO: 0.118 eV
- Total charge: 0